CH5NO2S | the ωB97M-V functional and the def2-TZVPD basis

CARTESIAN COORDINATES (ANGSTROEM)
C 0.7389 -0.2403 0.8126
O -0.6627 0.0496 0.5457
S -0.7445 0.4270 -1.0463
N -2.1096 0.8818 -1.5932
O 0.4348 1.2310 -1.3779
H 1.3633 0.3951 0.2988
H 0.9128 -1.4240 0.6778
H 0.7599 0.0693 1.8592
H -0.5726 -0.7666 -1.5378
H -2.4888 1.6041 -1.0793

Results
Energy relative to the best compared isomer or geometry (same formula, charge and spin) in kcal/mol: 82.3
DFT total energy in eV: -17535.3730
HOMO level in eV: -10.11
Net charge: 0
2S+1: 1